Entry 1:
This record from the Open Molecules 2025 dataset describes C6H8NOPS in the gas phase in a non-equilibrium geometry. The level of theory is wB97M-V/def2-TZVPD.

Positions of all 18 atoms, in Å:
C: -0.4797 2.3786 -3.7500
C: -0.9555 1.8734 -2.7907
C: -2.3021 0.2635 -1.6690
C: -1.3300 1.2975 -1.5751
C: -2.5805 -0.3923 -0.4767
C: 2.3258 -0.3965 1.8148
N: 0.8756 -0.3181 1.7526
O: 0.9410 -0.7278 -0.7390
P: -0.0144 -0.4969 0.3601
S: -0.5657 1.8670 -0.1706
H: -0.1256 2.6261 -4.6848
H: -2.4479 -0.0983 -2.6832
H: -2.6071 -0.0261 0.4799
H: -3.0537 -1.3860 -0.4105
H: 2.6478 -1.0901 0.8415
H: 2.9635 0.4592 1.5780
H: 2.6091 -0.9449 2.6698
H: 0.5713 -0.3888 2.6792

Summary:
**Molar mass**: 173.177 g mol⁻¹
**HOMO-LUMO gap (alpha / beta)**: 6.90 / 6.90 eV
**Charge**: 0
**Maximum force**: 5.56 eV/A
**Lowest unoccupied orbital energy (alpha / beta)**: -1.37 / -1.37 eV



Entry 2:
This record from the Open Molecules 2025 dataset describes a molecular structure, C6H8NOPS in a non-equilibrium geometry. The level of theory is wB97M-V/def2-TZVPD.

Positions of all 18 atoms, in Å:
C: -4.3806 -1.1546 0.2863
C: -3.4313 -0.4414 0.1588
C: -1.7199 1.4246 0.1074
C: -2.1280 0.1398 -0.0148
C: -0.3205 1.8238 -0.0525
C: 3.4415 -0.7468 -0.2252
N: 2.0122 -0.7914 -0.5813
O: 1.0018 -0.8517 1.8779
P: 0.7897 -0.2914 0.5298
S: -0.9225 -1.1310 -0.5226
H: -5.2211 -1.8427 0.5460
H: -2.2344 1.8965 0.8559
H: -0.0440 1.8486 -1.0763
H: -0.0107 2.7764 0.3655
H: 3.5135 -1.0398 0.7914
H: 3.9549 -1.4188 -0.9532
H: 3.7752 0.2092 -0.5298
H: 1.9241 -0.4092 -1.5633

Summary:
**Molar mass**: 173.177 g mol⁻¹
**<S²>**: 2.023
**HOMO-LUMO gap (alpha / beta)**: 6.55 / 6.80 eV
**Charge**: 0
**Maximum force**: 4.90 eV/A
**Lowest unoccupied orbital energy (alpha / beta)**: 0.52 / -2.77 eV
**Spin multiplicity**: 3



Entry 3:
This record from the Open Molecules 2025 dataset describes a gas-phase ion, C6H8NS (charge +1) in a non-equilibrium geometry. The level of theory is wB97M-V/def2-TZVPD.

Positions of all 16 atoms, in Å:
C: 1.6589 -1.3725 -1.9671
C: 2.5290 -0.3461 -2.1254
S: 2.1135 0.9965 -1.1163
C: 0.7507 0.1110 -0.4424
C: 0.2137 0.6718 0.8487
C: -0.8483 0.1579 1.6678
N: -1.2541 1.3671 1.0565
C: 0.5477 -1.1288 -1.1508
H: 1.8246 -2.2425 -2.5375
H: 3.4319 -0.3331 -2.6091
H: 0.9777 1.2374 1.2339
H: -1.4862 -0.6855 1.2698
H: -0.7092 0.2590 2.7702
H: -2.0468 1.4270 0.3440
H: -1.1971 2.3201 1.5665
H: -0.2725 -1.8363 -1.2126

Summary:
**SMILES**: c1csc([C@@H]2C[NH2+]2)c1
**Molar mass**: 126.204 g mol⁻¹
**HOMO-LUMO gap**: 8.89 eV
**Charge**: +1
**Maximum force**: 5.03 eV/A
**Lowest unoccupied orbital energy**: -3.92 eV



Entry 4:
This record from the Open Molecules 2025 dataset describes C6H8O2 in the gas phase in a non-equilibrium geometry. The level of theory is wB97M-V/def2-TZVPD.

Positions of all 16 atoms, in Å:
C: -1.8604 0.4698 -0.9695
C: -1.0714 0.3161 0.0913
O: -1.5334 0.2415 1.3730
C: 0.4230 0.3593 0.0155
C: 1.1397 1.4945 -0.6395
C: 0.9166 -0.7934 0.3711
C: 1.0437 -2.1434 0.9035
O: 2.1840 -1.4275 0.4711
H: -1.4505 0.5320 -1.9575
H: -2.9277 0.5827 -0.8748
H: -2.4983 0.2801 1.3727
H: 0.9777 2.4095 -0.0679
H: 2.2035 1.2706 -0.6832
H: 0.7645 1.6594 -1.6494
H: 0.9525 -2.2823 1.9781
H: 0.7364 -2.9689 0.2656

Summary:
**SMILES**: C=C(O)/C(C)=C1\CO1
**Molar mass**: 112.128 g mol⁻¹
**HOMO-LUMO gap**: 9.49 eV
**Charge**: 0
**Maximum force**: 3.36 eV/A
**Lowest unoccupied orbital energy**: 0.84 eV



Entry 5:
This record from the Open Molecules 2025 dataset describes C6H8O2 in the gas phase in a non-equilibrium geometry. The level of theory is wB97M-V/def2-TZVPD.

Positions of all 16 atoms, in Å:
C: 2.3600 -0.2708 -0.0380
C: 1.5360 0.8889 -0.0441
C: 0.1833 0.3114 -0.3689
C: -1.1573 0.7581 0.1604
C: -1.9549 -0.4929 -0.0144
O: -0.8554 -1.5941 -0.3348
C: 0.2622 -1.0014 0.1217
O: 1.6492 -1.4740 -0.0143
H: 3.3859 -0.3988 0.1993
H: 1.8151 1.9585 -0.3023
H: 0.1167 0.4233 -1.5407
H: -1.1421 1.0090 1.1509
H: -1.4139 1.7933 -0.2950
H: -2.5066 -0.8624 0.9478
H: -2.5801 -0.1683 -0.8881
H: 0.3019 -0.8798 1.2605

Summary:
**SMILES**: C1=C[C@@H]2CCO[C@H]2O1
**Molar mass**: 112.128 g mol⁻¹
**HOMO-LUMO gap**: 9.57 eV
**Charge**: 0
**Maximum force**: 5.77 eV/A
**Lowest unoccupied orbital energy**: 1.00 eV



Entry 6:
This record from the Open Molecules 2025 dataset describes C6H8O2 in the gas phase in a non-equilibrium geometry. The level of theory is wB97M-V/def2-TZVPD.

Positions of all 16 atoms, in Å:
C: -0.1051 -1.8781 -0.1909
C: -0.7095 -0.4276 -0.0754
C: -1.5491 0.1567 -1.2171
C: -0.1815 0.6833 -0.8800
C: 1.4898 0.4227 0.4405
C: -0.0798 0.2365 0.9548
H: 0.9759 -1.9165 0.2288
H: -0.7477 -2.7574 0.4698
H: -0.0962 -2.2201 -1.2972
H: -1.7063 -0.6451 -2.0269
H: -2.5790 0.6152 -1.0603
H: -0.3455 1.7123 -0.4059
H: 2.2715 -0.3007 0.6427
H: 1.6061 1.4692 0.9557
O: 1.2444 0.3964 -0.9693
O: -0.3152 0.7139 2.0071

Summary:
**Molar mass**: 112.128 g mol⁻¹
**HOMO-LUMO gap**: 9.79 eV
**Charge**: 0
**Maximum force**: 5.21 eV/A
**Lowest unoccupied orbital energy**: 0.74 eV



Entry 7:
This record from the Open Molecules 2025 dataset describes C6H8O3 in the gas phase in a non-equilibrium geometry. The level of theory is wB97M-V/def2-TZVPD.

Positions of all 17 atoms, in Å:
C: 0.5361 -0.9138 -1.2510
C: 0.0857 -0.3613 0.0898
C: 0.7996 -1.0714 1.2284
C: 0.2871 1.4368 0.5186
C: -0.6872 1.4950 -0.5438
O: -0.6947 2.2075 -1.5401
C: -1.9004 0.5548 -0.1517
O: -3.0638 0.8192 -0.2520
O: -1.3367 -0.5974 0.2550
H: -0.0247 -0.4999 -2.0922
H: 1.6045 -0.7420 -1.4000
H: 0.3317 -1.9895 -1.2979
H: 0.6250 -2.1521 1.1698
H: 1.8787 -0.9087 1.1844
H: 0.4214 -0.7576 2.2035
H: -0.0692 1.4903 1.5444
H: 1.2070 1.9901 0.3346

Summary:
**SMILES**: CC1(C)CC(=O)C(=O)O1
**Molar mass**: 128.127 g mol⁻¹
**HOMO-LUMO gap**: 10.15 eV
**Charge**: 0
**Maximum force**: 4.31 eV/A
**Lowest unoccupied orbital energy**: 0.57 eV



Entry 8:
This record from the Open Molecules 2025 dataset describes C6H8O3 in the gas phase in a non-equilibrium geometry. The level of theory is wB97M-V/def2-TZVPD.

Positions of all 17 atoms, in Å:
C: -0.1537 -0.0316 -0.7846
C: -0.8446 -1.8955 -0.0582
C: -0.5925 0.7983 -1.9368
C: 1.0061 -0.3012 1.4718
C: 0.2134 0.5182 0.4888
C: -0.0415 1.7949 0.8550
O: -0.1106 -1.3617 -1.0575
O: 1.9278 -1.0937 0.8745
O: 0.9058 -0.2190 2.6692
H: 2.4128 -1.5474 1.5813
H: -0.4709 -2.7995 0.3969
H: -1.8165 -1.5022 0.1898
H: -0.0957 1.7680 -1.9449
H: -0.3687 0.2629 -2.8619
H: -1.6754 0.9729 -1.9181
H: 0.3404 2.1775 1.7890
H: -0.6361 2.4591 0.2459

Summary:
**Molar mass**: 128.127 g mol⁻¹
**HOMO-LUMO gap (alpha / beta)**: 7.85 / 7.97 eV
**Charge**: 0
**Maximum force**: 1.34 eV/A
**Lowest unoccupied orbital energy (alpha / beta)**: -0.06 / 0.44 eV



Entry 9:
This record from the Open Molecules 2025 dataset describes C6H8O3S in the gas phase in a non-equilibrium geometry. The level of theory is wB97M-V/def2-TZVPD.

Positions of all 18 atoms, in Å:
C: 0.6018 2.0019 1.2520
C: 0.5209 -0.7946 -0.8317
C: 0.9892 2.4308 0.0945
C: -1.4761 -1.1631 0.4869
C: -0.8567 -0.5088 1.6900
C: 0.7077 -0.3415 -2.2055
O: 1.4129 2.9603 -0.8503
O: 1.3321 -1.2735 -0.0882
O: -0.8423 -0.6770 -0.6535
S: -1.0518 1.3778 1.5346
H: 1.1746 1.8986 2.0941
H: -1.2883 -2.3725 0.5773
H: -2.5659 -0.9640 0.3104
H: -1.1961 -0.9243 2.6983
H: 0.1685 -0.7713 1.5293
H: -0.0563 0.2834 -2.6596
H: 0.7044 -1.2462 -2.6701
H: 1.7215 0.0841 -2.3083

Summary:
**Molar mass**: 160.194 g mol⁻¹
**<S²>**: 2.011
**HOMO-LUMO gap (alpha / beta)**: 6.60 / 6.87 eV
**Charge**: 0
**Maximum force**: 3.34 eV/A
**Lowest unoccupied orbital energy (alpha / beta)**: 0.74 / -2.52 eV
**Spin multiplicity**: 3



Entry 10:
This record from the Open Molecules 2025 dataset describes C6H8O4 in the gas phase in a non-equilibrium geometry. The level of theory is wB97M-V/def2-TZVPD.

Positions of all 18 atoms, in Å:
C: 2.2217 2.1780 -0.0567
O: 2.0076 1.2840 -1.2056
C: 0.7856 1.1712 -1.6259
O: 0.3064 1.8243 -2.5098
C: -0.1567 0.3718 -0.7513
C: 0.3406 -0.4236 0.1965
C: -0.5802 -1.3010 1.0726
O: -0.0959 -2.0133 1.9588
O: -1.8974 -1.1385 0.7855
C: -2.7541 -2.0031 1.6211
H: 3.5106 2.1949 0.0519
H: 1.7792 1.8808 0.9724
H: 1.7721 3.2977 -0.2605
H: -1.2709 0.2435 -1.0440
H: 1.2346 -0.4335 0.2224
H: -3.5705 -1.9110 1.1119
H: -2.5477 -3.0992 1.3966
H: -2.6151 -1.7845 2.5812

Summary:
**SMILES**: COC(=O)/C=C/C(=O)OC
**Molar mass**: 144.126 g mol⁻¹
**HOMO-LUMO gap**: 10.16 eV
**Charge**: 0
**Maximum force**: 12.89 eV/A
**Lowest unoccupied orbital energy**: -0.29 eV



Entry 11:
This record from the Open Molecules 2025 dataset describes C6H8O4 in the gas phase in a non-equilibrium geometry. The level of theory is wB97M-V/def2-TZVPD.

Positions of all 18 atoms, in Å:
C: 1.1126 -1.8490 2.2399
O: 2.2433 -1.4002 1.3829
C: 1.9722 -1.4425 0.0061
O: 2.6107 -2.0452 -0.7663
C: 0.8332 -0.5250 -0.4241
C: 0.4225 0.5238 0.1561
C: -0.6988 1.4698 -0.2638
O: -0.9712 2.4248 0.3221
O: -1.2224 0.9751 -1.4464
C: -2.3594 1.8590 -1.8739
H: 1.6415 -1.8791 2.9603
H: 0.6652 -2.9232 1.9520
H: 0.1772 -1.0616 2.3275
H: 0.5159 -0.8209 -1.4757
H: 1.0343 0.8020 0.8089
H: -2.6517 1.2485 -2.8108
H: -3.2099 1.9384 -1.1593
H: -2.1151 2.7049 -1.9355

Summary:
**SMILES**: COC(=O)/C=C/C(=O)OC
**Molar mass**: 144.126 g mol⁻¹
**HOMO-LUMO gap**: 10.41 eV
**Charge**: 0
**Maximum force**: 14.83 eV/A
**Lowest unoccupied orbital energy**: -0.03 eV



Entry 12:
This record from the Open Molecules 2025 dataset describes C6H8O4S in the gas phase in a non-equilibrium geometry. The level of theory is wB97M-V/def2-TZVPD.

Positions of all 19 atoms, in Å:
C: -0.9352 1.2507 0.1002
C: -0.7669 -0.7467 -1.2598
C: -2.0504 -0.7595 0.9136
C: -1.3304 -1.5279 -0.0790
C: 0.0812 0.3514 -0.5946
C: 2.5914 1.2152 -0.2545
O: -0.8737 2.4388 0.1399
O: 1.8851 -1.4251 0.0051
O: 1.1999 0.2283 1.7283
O: -2.0207 0.6226 0.5965
S: 1.5068 -0.1093 0.3028
H: -0.1234 -1.3044 -1.9218
H: -1.5649 -0.2918 -1.7598
H: -3.1612 -1.1169 0.6937
H: -1.8690 -0.8676 2.1161
H: -0.9048 -2.3759 0.3619
H: 1.9674 1.9081 -0.8403
H: 2.9305 1.6807 0.5674
H: 3.4383 0.8293 -0.8157

Summary:
**Molar mass**: 176.193 g mol⁻¹
**HOMO-LUMO gap (alpha / beta)**: 7.17 / 9.07 eV
**Charge**: 0
**Maximum force**: 5.73 eV/A
**Lowest unoccupied orbital energy (alpha / beta)**: -1.62 / -0.62 eV



Entry 13:
This record from the Open Molecules 2025 dataset describes a molecular structure, C6H8O5Sr in a non-equilibrium geometry. The level of theory is wB97M-V/def2-TZVPD.

Positions of all 20 atoms, in Å:
Sr: -1.6528 2.7337 -1.8906
O: -2.1775 0.3094 -1.4737
O: -2.1993 -0.9744 0.3456
C: -1.6806 -2.2570 0.7341
C: -1.0427 -2.7807 -0.5591
O: -1.1654 -1.6717 -1.4649
C: -1.7202 -0.6501 -0.8420
H: -0.9492 -2.0997 1.5346
H: -2.5162 -2.8658 1.0903
H: -1.5742 -3.6335 -0.9920
H: 0.0247 -2.9976 -0.4458
O: 0.5678 1.8708 -0.3443
C: 1.7160 2.6547 0.1251
C: 2.4889 1.6160 0.9216
O: 1.6862 0.4072 0.7402
C: 0.6269 0.6060 0.0418
H: 2.2343 3.0261 -0.7631
H: 1.3155 3.4806 0.7191
H: 2.5309 1.8202 1.9955
H: 3.4867 1.4059 0.5275

Summary:
**Molar mass**: 247.745 g mol⁻¹
**<S²>**: 0.750
**HOMO-LUMO gap (alpha / beta)**: 5.71 / 10.49 eV
**Charge**: +1
**Maximum force**: 3.40 eV/A
**Lowest unoccupied orbital energy (alpha / beta)**: -2.72 / -3.20 eV
**Spin multiplicity**: 2



Entry 14:
This record from the Open Molecules 2025 dataset describes 2 unconnected molecules or ions with the total composition C6H8O6 in a non-equilibrium geometry. The level of theory is wB97M-V/def2-TZVPD.

Positions of all 20 atoms, in Å:
O: 2.1229 1.0842 1.0251
C: 1.6259 1.1687 -0.1720
O: 0.5036 1.6553 -0.3676
C: 0.0577 1.1941 -1.6427
C: 1.3992 0.8842 -2.2742
O: 2.2536 0.7824 -1.1013
H: -0.4970 0.3556 -1.5466
H: -0.5242 2.0017 -2.2704
H: 1.9085 1.5998 -2.8272
H: 1.4185 0.1371 -2.8997
O: -3.5587 -1.0059 0.3959
C: -2.4169 -0.9030 0.8091
O: -1.5212 -1.5491 0.2668
C: -0.3210 -1.6816 1.0725
C: -0.6260 -0.5970 2.2466
O: -1.9000 -0.2378 1.8348
H: -0.2290 -2.6123 1.6119
H: 0.5404 -1.2979 0.4612
H: 0.1122 0.1700 2.2332
H: -0.3484 -1.1484 3.1448

Summary:
**SMILES**: O=C1OCCO1.O=C1OCCO1
**Molar mass**: 176.124 g mol⁻¹
**HOMO-LUMO gap**: 10.51 eV
**Charge**: 0
**Maximum force**: 14.49 eV/A
**Lowest unoccupied orbital energy**: 0.36 eV